a) Entry from OMol25: one molecule with the formula C18H23FN2O4 (wB97M-V/def2-TZVPD).

```
48
Properties=species:S:1:pos:R:3
N 0.96105 -3.22263 -2.40822
C 0.81236 -1.94287 -2.98930
C 0.95435 -0.69239 -1.94820
O 0.02781 -0.73403 -0.83903
C 0.58342 -0.44726 0.44052
C 0.13983 -1.51409 1.38448
C 0.67573 -1.34475 2.76346
C 0.15641 -2.34751 3.84258
C -1.46754 -2.48343 3.76269
F -1.64700 -3.61194 4.43816
C -2.01821 -2.62154 2.35213
C -1.44496 -1.54063 1.51175
C -1.99391 -0.16451 1.62306
O -2.76310 0.28498 2.46608
N -1.41973 0.81930 0.89880
C 0.02665 0.89309 0.68218
C 0.45603 1.86760 -0.45281
C 1.63937 2.64834 -0.31458
C 1.84270 3.76184 -1.15797
C 0.88375 4.06588 -2.16882
C -0.20126 3.16299 -2.33367
C -0.40865 2.04918 -1.54197
O -0.86633 3.42165 -3.51347
C -0.16261 4.60103 -3.96225
O 0.84061 5.07699 -3.01800
H 0.72198 -4.05414 -3.03378
H 0.68039 -3.31624 -1.42411
H 1.41692 -1.78891 -3.91877
H -0.28405 -1.73650 -3.24533
H 2.02524 -0.65990 -1.59456
H 0.80538 0.18672 -2.58089
H 1.67074 -0.37490 0.50259
H 0.56348 -2.43216 0.93555
H 1.76411 -1.39120 2.73913
H 0.29967 -0.31523 3.07866
H 0.38944 -2.03384 4.86093
H 0.60243 -3.36333 3.66714
H -1.84528 -1.62537 4.30316
H -1.57048 -3.57158 2.01262
H -3.12572 -2.63357 2.25722
H -1.80732 -1.84693 0.52958
H -1.78032 1.69766 1.25969
H 0.56265 1.19304 1.55447
H 2.38581 2.38455 0.34768
H 2.63019 4.41583 -0.91680
H -1.23315 1.40705 -1.80512
H 0.34209 4.44960 -4.85706
H -0.82096 5.42402 -4.18961
```

Total charge: 0
E_LUMO in eV: 0.665
Highest occupied orbital energy in hartree: -0.2980
SMILES: NCCO[C@@H]1[C@H]2CC[C@H](F)C[C@H]2C(=O)N[C@@H]1c1ccc2c(c1)OCO2

b) Entry from OMol25: one molecule with the formula C18H23FN2O4 (wB97M-V/def2-TZVPD).

```
48
Properties=species:S:1:pos:R:3
N 0.15409 1.66999 4.10981
C -0.15687 0.28320 4.07145
C -1.04336 -0.19769 2.93769
O -0.64658 0.27620 1.66469
C 0.17844 -0.64035 0.93758
C 1.26296 0.04290 0.21732
C 2.14200 1.04393 1.14160
C 3.64191 0.97662 0.78688
C 3.89794 0.98259 -0.77299
F 3.32377 2.04082 -1.38859
C 3.18306 -0.14140 -1.53034
C 2.16712 -0.91308 -0.57116
C 1.32820 -1.93689 -1.33301
O 1.78288 -2.44685 -2.32677
N 0.28572 -2.55182 -0.73226
C -0.58632 -1.67753 0.10512
C -1.70101 -0.88806 -0.71274
C -2.87407 -0.51518 -0.09303
C -3.98260 0.07363 -0.76450
C -3.79476 0.50886 -2.17118
C -2.60676 0.27830 -2.74708
C -1.54101 -0.36735 -2.05029
O -2.73619 0.44479 -4.02888
C -4.03027 1.06875 -4.25018
O -4.76855 0.89543 -3.04041
H 0.78224 1.94117 3.33728
H -0.62678 2.26866 4.15475
H -0.55859 0.02592 5.04875
H 0.80525 -0.15318 4.09023
H -2.01458 0.08385 3.13763
H -1.19857 -1.33713 2.93302
H 0.73762 -1.27404 1.70497
H 0.90653 0.72767 -0.53958
H 1.88110 2.04038 0.93807
H 2.01543 0.70169 2.17260
H 3.99596 -0.02367 1.26693
H 4.15700 1.81183 1.29500
H 4.98516 0.94164 -0.98185
H 2.78610 0.30375 -2.36065
H 3.96874 -0.75819 -1.96106
H 2.72969 -1.50500 0.16312
H -0.14699 -3.28775 -1.31267
H -0.94011 -2.40938 0.89837
H -3.12137 -0.89893 0.98099
H -4.93935 0.31244 -0.32168
H -0.68539 -0.58903 -2.64340
H -4.47486 0.61634 -5.05395
H -3.92398 2.15115 -4.40565
```

Total charge: 0
E_LUMO in eV: 0.650
Highest occupied orbital energy in hartree: -0.3017
SMILES: NCCO[C@@H]1[C@H]2CC[C@H](F)C[C@@H]2C(=O)N[C@@H]1c1ccc2c(c1)OCO2

What is the stability order? It is a), b), from most stable to least stable.

a) Entry from OMol25: C2H3FI2 as an isolated structure (wB97M-V/def2-TZVPD).

```
8
Properties=species:S:1:pos:R:3
C -0.66022 0.00612 -0.51161
C 0.46933 0.02553 0.58185
F -0.29423 -0.06367 -1.78711
I 1.65113 1.81403 0.38912
I 1.59008 -1.72623 0.33384
H -1.37376 0.74845 -0.55577
H -1.26061 -0.82648 -0.14858
H -0.12172 0.02225 1.69827
```

Total charge: 0
E_LUMO in eV: -0.176
Highest occupied orbital energy in hartree: -0.3467

b) Entry from OMol25: C2H3FI2 as an isolated structure (wB97M-V/def2-TZVPD).

```
8
Properties=species:S:1:pos:R:3
C -0.02001 -0.42835 -2.04215
C 0.26185 0.16043 1.78982
F 0.89532 -0.29609 2.79754
I 0.69751 2.17306 1.33339
I -1.79968 -0.27894 1.75739
H -0.50893 0.56638 -1.90984
H -0.50608 -1.43512 -2.11755
H 0.98002 -0.46137 -1.60860
```

Total charge: 0
E_LUMO (spin up / spin down) in eV: -0.352 / -1.156
Highest occupied orbital energy (spin up / spin down) in hartree: -0.3134 / -0.3292

What is the stability order? It is a), b), from most stable to least stable.

a) Entry from OMol25: C4H3NOS2 as an isolated structure (wB97M-V/def2-TZVPD).

```
11
Properties=species:S:1:pos:R:3
C -1.29409 0.32759 0.60034
C -0.19712 -0.52314 -0.05657
C 1.15986 0.19718 -0.10317
C 2.22896 -0.71653 -0.17391
H -3.14345 -1.26478 0.30499
H -1.04825 1.83647 0.68914
H -1.54161 0.09201 1.94122
N 2.94802 -1.59210 0.21345
O -0.34159 -1.73987 -0.16033
S -3.02554 0.11243 -0.20260
S 1.55331 1.68065 -0.09409
```

Total charge: 0
E_LUMO in eV: -2.453
Highest occupied orbital energy in hartree: -0.3536

b) Entry from OMol25: C4H3NOS2 as an isolated structure (wB97M-V/def2-TZVPD).

```
11
Properties=species:S:1:pos:R:3
C 0.23424 0.15131 -2.51925
C -0.33680 -0.45126 -1.09653
C 0.37853 -0.40945 1.79162
C -0.18600 1.04353 2.03265
H -0.17543 -0.89991 -3.35536
H -0.45463 -1.20932 1.80203
H 1.08707 -0.42715 2.41174
N -0.85399 1.99702 2.15438
O 1.10327 1.42461 -2.32274
S -1.79146 -1.12514 -0.94555
S 0.99522 -0.09425 0.04701
```

Total charge: 0
E_LUMO in eV: -2.216
Highest occupied orbital energy in hartree: -0.3560

What is the stability order? It is a), b), from most stable to least stable.